Record 1
Formula: C25H29IrN2O3P2S4
Source: the OMol25 dataset
Level of theory: ωB97M-V/def2-TZVPD

Energy relative to the best compared isomer or geometry (same formula, charge and spin), kcal/mol: 4.4
E, eV: -100283.24053
Orbital gap (spin up / spin down), eV: 6.16 / 6.86
2S+1: 2
Charge: -1
Molar mass, g/mol: 787.95

Last column: natural (NBO) charge in e.
Atoms and positions in Å:
Ir -0.684 0.625 0.724  0.4687
C -5.708 2.216 2.840  -0.6332
C -5.819 1.614 1.456  -0.0647
O -4.997 0.437 1.357  -0.8363
P -3.562 0.541 0.620  1.6523
S -2.524 2.194 0.975  -0.4834
S -2.543 -1.096 1.079  -0.5663
O -3.981 0.609 -0.934  -0.8329
C -4.577 -0.538 -1.549  -0.0624
C -5.723 -0.076 -2.421  -0.6211
H -6.396 3.059 2.940  0.2014
H -4.693 2.567 3.022  0.2361
H -5.959 1.470 3.595  0.2094
H -5.532 2.336 0.687  0.1863
H -6.841 1.289 1.248  0.1753
H -4.918 -1.245 -0.790  0.1887
H -3.801 -1.034 -2.136  0.1821
H -6.493 0.403 -1.815  0.2055
H -6.170 -0.925 -2.942  0.2028
H -5.374 0.643 -3.163  0.2107
C -0.923 0.050 -3.946  -0.7091
C -0.334 0.805 -2.776  0.6971
N 0.926 1.241 -2.909  -0.8253
O -0.997 1.013 -1.769  -0.6660
H -0.175 -0.271 -4.671  0.2102
H -1.648 0.698 -4.440  0.2316
H -1.457 -0.815 -3.557  0.2333
H 1.498 0.917 -3.669  0.3888
H 1.397 1.625 -2.098  0.4240
S 2.839 1.647 -0.596  -0.6544
P 2.610 -0.317 -0.438  1.1460
S 1.011 -0.986 0.544  -0.4692
C 4.055 -1.122 0.321  -0.2898
C 4.482 -2.387 -0.071  -0.2197
C 5.543 -2.998 0.585  -0.2193
C 6.177 -2.350 1.635  -0.2132
C 5.748 -1.089 2.031  -0.2022
C 4.692 -0.477 1.377  -0.2039
C 2.570 -1.037 -2.125  -0.3983
C 1.570 -1.917 -2.516  -0.2127
C 1.528 -2.391 -3.823  -0.2128
C 2.490 -1.994 -4.740  -0.2260
C 3.500 -1.120 -4.348  -0.2495
C 3.538 -0.642 -3.048  -0.1471
H 3.989 -2.899 -0.888  0.2200
H 5.872 -3.983 0.275  0.2064
H 7.004 -2.828 2.147  0.2054
H 6.235 -0.583 2.856  0.2098
H 4.350 0.506 1.679  0.2397
H 0.817 -2.208 -1.793  0.2528
H 0.738 -3.070 -4.122  0.2110
H 2.457 -2.365 -5.758  0.2077
H 4.254 -0.807 -5.060  0.2096
H 4.301 0.065 -2.745  0.2257
N 1.484 2.150 7.652  -0.3925
C 1.139 1.904 6.580  0.3165
C 0.712 1.599 5.247  -0.2533
C -0.431 0.829 5.027  -0.1536
C -0.832 0.535 3.737  -0.2847
C -0.124 0.991 2.617  -0.0940
C 1.024 1.760 2.863  -0.2314
C 1.438 2.062 4.148  -0.1830
H -0.998 0.463 5.875  0.2063
H -1.722 -0.063 3.581  0.2229
H 1.617 2.113 2.027  0.2190
H 2.330 2.656 4.308  0.2077

Atoms 1-6, force components in eV/Å:
Ir 0.620 0.881 0.075
C -0.029 -0.001 0.017
C 0.020 -0.007 -0.040
O 0.064 0.221 0.074
P 0.066 -0.446 -0.102
S -0.022 0.117 0.109

Record 2
Formula: C25H29IrN2O3P2S4
Source: the OMol25 dataset
Level of theory: ωB97M-V/def2-TZVPD

Energy relative to the best compared isomer or geometry (same formula, charge and spin), kcal/mol: 4.8
E, eV: -100283.22401
Orbital gap (spin up / spin down), eV: 6.45 / 6.48
2S+1: 2
Charge: -1
Molar mass, g/mol: 787.95

Last column: natural (NBO) charge in e.
Atoms and positions in Å:
Ir -1.700 0.219 0.047  0.5360
C 0.904 -4.061 2.252  -0.6214
C 0.100 -2.828 2.583  -0.0744
O -1.094 -2.866 1.778  -0.8468
P -2.268 -1.804 2.026  1.6727
S -1.503 0.002 2.387  -0.4116
S -3.398 -1.778 0.405  -0.5915
O -3.026 -2.356 3.330  -0.8314
C -4.051 -3.351 3.239  -0.0615
C -3.480 -4.741 3.050  -0.6382
H 1.835 -4.064 2.822  0.2085
H 1.155 -4.066 1.191  0.2197
H 0.347 -4.970 2.483  0.1985
H 0.647 -1.915 2.339  0.2236
H -0.174 -2.794 3.641  0.1703
H -4.725 -3.089 2.420  0.1992
H -4.604 -3.274 4.176  0.1793
H -2.956 -4.817 2.098  0.2284
H -4.286 -5.478 3.062  0.2037
H -2.779 -4.981 3.850  0.2051
C -1.718 1.393 -4.208  -0.6978
C -1.451 1.289 -2.734  0.6987
N -0.551 2.112 -2.201  -0.7834
O -2.048 0.429 -2.067  -0.6131
H -1.838 2.431 -4.517  0.2227
H -2.614 0.827 -4.442  0.2437
H -0.875 0.964 -4.753  0.2344
H -0.051 2.778 -2.763  0.4046
H -0.312 1.993 -1.223  0.4294
S 2.083 0.687 1.871  -0.6380
P 2.093 0.009 0.027  1.1299
S 0.484 -0.844 -0.826  -0.6567
C 3.520 -1.118 -0.232  -0.4013
C 3.393 -2.319 -0.920  -0.1928
C 4.498 -3.139 -1.108  -0.2228
C 5.736 -2.760 -0.615  -0.2138
C 5.868 -1.560 0.076  -0.2425
C 4.765 -0.747 0.271  -0.1214
C 2.574 1.367 -1.133  -0.2820
C 2.541 1.148 -2.511  -0.2273
C 2.919 2.147 -3.393  -0.2299
C 3.327 3.385 -2.908  -0.2263
C 3.361 3.611 -1.541  -0.2244
C 2.992 2.604 -0.657  -0.2329
H 2.419 -2.606 -1.298  0.2400
H 4.388 -4.077 -1.639  0.2057
H 6.599 -3.399 -0.762  0.2028
H 6.832 -1.263 0.471  0.2048
H 4.855 0.174 0.835  0.2212
H 2.198 0.190 -2.883  0.2329
H 2.894 1.962 -4.461  0.2046
H 3.619 4.169 -3.597  0.2051
H 3.674 4.574 -1.156  0.2086
H 3.006 2.769 0.414  0.2467
N -5.220 6.675 0.990  -0.3870
C -4.700 5.654 0.863  0.3131
C -4.056 4.390 0.706  -0.2556
C -4.702 3.339 0.051  -0.1820
C -4.063 2.122 -0.101  -0.2194
C -2.761 1.887 0.371  -0.1616
C -2.148 2.962 1.050  -0.2922
C -2.768 4.185 1.212  -0.1547
H -5.708 3.484 -0.325  0.2076
H -4.584 1.314 -0.604  0.2056
H -1.152 2.826 1.459  0.2190
H -2.262 4.989 1.733  0.2093

Atoms 1-6, force components in eV/Å:
Ir 0.466 0.407 -0.332
C 0.043 -0.007 -0.026
C -0.010 0.080 -0.099
O -0.101 -0.122 0.096
P 0.056 0.125 -0.330
S 0.019 -0.113 0.338

Record 3
Formula: C25H29LuN7O10S4
Source: the OMol25 dataset
Level of theory: ωB97M-V/def2-TZVPD

Energy relative to the best compared isomer or geometry (same formula, charge and spin), kcal/mol: 0.0
E, eV: -134274.60561
Orbital gap, eV: 8.14
Charge: -1
Molar mass, g/mol: 890.78

Last column: Löwdin charge in e.
Atoms and positions in Å:
Lu -0.028 0.431 -0.307  1.6790
O -1.380 -1.897 3.275  -0.0146
C -1.315 -1.283 2.193  -0.5895
O -0.437 -0.459 1.857  -0.1670
C -2.381 -1.510 1.149  -0.1716
C -3.444 -2.381 1.295  0.0097
C -4.361 -2.464 0.253  -0.0432
C -4.209 -1.652 -0.863  0.0065
C -3.124 -0.793 -0.909  -0.1836
N -2.229 -0.755 0.069  0.0870
C -2.933 0.265 -1.977  -0.6307
O -3.790 0.350 -2.859  0.0166
O -1.922 1.002 -1.773  -0.1442
H -3.522 -2.968 2.199  0.1165
H -5.198 -3.149 0.319  0.1031
H -4.900 -1.655 -1.694  0.1156
N 1.842 -1.380 0.524  -0.0135
C 2.970 -1.410 1.473  -0.2372
C 3.375 -0.010 1.920  -0.1825
C 2.295 0.601 2.829  -0.2051
C 1.901 2.028 2.497  -0.2452
N 1.408 2.108 1.106  -0.0708
H 1.329 -2.259 0.586  0.0233
H 2.241 -1.377 -0.413  0.0247
H 3.824 -1.928 1.030  0.1172
H 2.670 -1.986 2.356  0.0878
H 3.538 0.586 1.017  0.0944
H 4.337 -0.053 2.437  0.1052
H 2.609 0.553 3.876  0.1075
H 1.390 0.004 2.734  0.0681
H 2.742 2.715 2.642  0.1095
H 1.097 2.345 3.164  0.1074
H 2.209 1.984 0.493  0.0352
H 1.042 3.033 0.903  0.0528
O 2.260 0.815 -1.244  -0.4113
S 1.793 1.879 -2.147  0.4901
O 2.656 3.018 -2.257  -0.2833
O 0.414 2.203 -1.703  -0.4365
C 1.643 1.191 -3.781  -0.2044
C 1.882 2.100 -4.805  -0.0594
C 1.782 1.710 -6.130  -0.0760
C 1.445 0.406 -6.440  -0.0711
C 1.207 -0.512 -5.429  -0.0513
C 1.302 -0.142 -4.094  -0.1931
S 1.076 -1.489 -2.934  0.5150
O 0.448 -2.556 -3.653  -0.2891
O 2.381 -1.771 -2.399  -0.2976
O 0.133 -0.921 -1.901  -0.4809
H 2.154 3.112 -4.542  0.1085
H 1.972 2.429 -6.918  0.1020
H 1.364 0.095 -7.474  0.1033
H 0.941 -1.535 -5.655  0.1094
C -2.171 4.358 -1.388  -0.0139
N -3.223 3.516 -0.836  -0.1062
C -4.475 3.325 -1.405  -0.0477
C -5.102 2.382 -0.683  -0.0732
N -4.217 2.017 0.316  0.0791
C -3.050 2.689 0.208  -0.7848
S -1.702 2.499 1.227  0.6243
H -2.626 5.047 -2.096  0.0884
H -1.431 3.733 -1.883  0.0746
H -1.694 4.911 -0.582  0.0806
H -4.781 3.844 -2.295  0.1228
H -6.065 1.924 -0.806  0.1173
H -4.321 1.261 0.972  0.1472
S 0.808 -4.620 1.797  0.5986
C 1.439 -4.135 3.262  -0.8752
N 0.849 -3.118 3.973  0.0677
C 1.378 -2.578 5.075  -0.0822
C 2.529 -3.074 5.599  -0.0679
C 3.058 -4.187 4.918  -0.1504
N 2.561 -4.708 3.826  0.0593
H -0.032 -2.677 3.623  0.0659
H 0.830 -1.744 5.495  0.1359
H 2.988 -2.654 6.480  0.0924
H 3.946 -4.680 5.310  0.1049

Atoms 1-6, force components in eV/Å:
Lu -1.101 0.522 1.576
O -0.286 -0.059 0.024
C -0.071 -0.054 0.073
O 0.328 0.272 -0.166
C -0.074 -0.011 0.023
C -0.070 -0.039 -0.022

Record 4
Formula: C25H29N3O3
Source: the OMol25 dataset
Level of theory: ωB97M-V/def2-TZVPD

Energy relative to the best compared isomer or geometry (same formula, charge and spin), kcal/mol: 68.1
E, eV: -37008.73578
Orbital gap, eV: 8.61
Structure (SMILES): CCOC(=O)C1CCN(Cc2cn(C)nc2-c2ccc(Oc3ccccc3)cc2)CC1
Molar mass, g/mol: 419.52

Last column: natural (NBO) charge in e.
Atoms and positions in Å:
C -2.158 -5.836 1.302  -0.6339
C -0.788 -5.176 1.379  -0.0748
H -0.132 -5.577 0.599  0.1977
H -0.334 -5.325 2.361  0.1883
O -0.882 -3.760 1.224  -0.5167
C -0.935 -3.285 -0.026  0.8130
O -0.898 -3.984 -1.005  -0.6115
C -1.083 -1.772 -0.027  -0.3324
C -0.987 -1.209 -1.445  -0.3934
C 0.445 -1.286 -1.968  -0.2229
N 1.337 -0.585 -1.066  -0.4475
C 1.350 -1.230 0.229  -0.2317
C -0.030 -1.106 0.865  -0.3896
H -0.031 -1.563 1.854  0.2250
H -0.263 -0.045 0.965  0.2173
H 2.088 -0.731 0.861  0.2179
H 1.631 -2.299 0.147  0.1591
C 2.662 -0.387 -1.617  -0.2429
C 3.471 0.559 -0.789  -0.0687
C 4.827 0.486 -0.556  -0.0584
N 5.152 1.502 0.269  -0.1558
N 4.089 2.221 0.598  -0.2619
C 3.050 1.684 -0.033  0.0909
C 1.708 2.221 0.150  -0.1044
C 1.346 2.755 1.385  -0.1610
C 0.067 3.224 1.606  -0.2657
C -0.876 3.170 0.585  0.2893
C -0.511 2.683 -0.666  -0.3137
C 0.769 2.212 -0.879  -0.0826
H 1.044 1.850 -1.854  0.2060
H -1.235 2.682 -1.469  0.2264
O -2.126 3.685 0.840  -0.4983
C -3.228 3.064 0.322  0.3763
C -4.346 3.854 0.071  -0.2818
C -5.509 3.275 -0.400  -0.1908
C -5.569 1.909 -0.628  -0.2429
C -4.460 1.122 -0.365  -0.1844
C -3.295 1.690 0.114  -0.3080
H -2.436 1.074 0.337  0.2217
H -4.502 0.055 -0.530  0.2114
H -6.476 1.461 -1.004  0.2133
H -6.371 3.894 -0.596  0.2147
H -4.284 4.916 0.253  0.2243
H -0.221 3.630 2.563  0.2250
H 2.082 2.787 2.173  0.2269
C 6.450 1.844 0.772  -0.4049
H 6.871 1.017 1.348  0.2042
H 7.130 2.087 -0.047  0.2050
H 6.336 2.713 1.415  0.2365
H 5.562 -0.206 -0.917  0.2123
H 3.220 -1.338 -1.715  0.1734
H 2.544 0.024 -2.627  0.2047
H 0.493 -0.807 -2.950  0.1988
H 0.735 -2.344 -2.091  0.1800
H -1.642 -1.771 -2.112  0.2258
H -1.301 -0.165 -1.434  0.2115
H -2.079 -1.573 0.387  0.2351
H -2.060 -6.902 1.487  0.2160
H -2.585 -5.687 0.313  0.2227
H -2.825 -5.404 2.044  0.2099

Atoms 1-6, force components in eV/Å:
C 0.267 0.316 -0.035
C -0.022 -0.531 -0.117
H -0.041 0.066 0.190
H -0.018 0.033 -0.136
O -0.019 0.183 0.248
C -0.141 0.237 -0.077

Q: Which of these has the highest energy relative to the best compared isomer or geometry (same formula, charge and spin)?
A: C25H29N3O3